Entry 1:
{"formula": "C3HBrClF3", "method": "ωB97M-V with the def2-TZVPD basis set", "species": ["C", "C", "C", "F", "F", "F", "Cl", "Br", "H"], "positions_angstrom": [[-0.93583, 1.42511, -0.62207], [0.21887, 1.30607, -0.06853], [0.54480, -1.84765, 0.47129], [-0.22989, -2.18734, 1.48785], [1.82086, -2.12968, 0.82032], [0.00331, -2.49054, -0.61417], [-1.46486, 3.02173, -1.20023], [1.68012, 2.17945, 0.45049], [-1.63738, 0.72286, -0.72494]], "lowdin_charge": [-0.630, -0.716, -0.330, 0.121, 0.107, 0.084, 0.551, 0.803, 0.008], "relative_energy_kcal_mol": 83.1, "homo_energy_ev": [-9.3, -9.8]}

***

Entry 2:
{"formula": "C6H6", "method": "ωB97M-V with the def2-TZVPD basis set", "species": ["C", "C", "C", "C", "C", "C", "H", "H", "H", "H", "H", "H"], "positions_angstrom": [[-1.12688, -0.87840, -0.74129], [-0.01817, -0.11585, -0.06448], [1.22025, -0.75691, 0.21689], [2.26867, -1.33260, 0.38090], [-0.10664, 1.22452, 0.07899], [-0.38692, 2.32918, 0.65672], [-0.88194, -0.99166, -1.80147], [-1.24574, -1.87728, -0.31079], [-2.08076, -0.34563, -0.66614], [-0.52091, 1.14888, 1.29164], [3.21051, -1.82185, 0.47945], [-0.33146, 3.41760, 0.47958]], "lowdin_charge": [-0.059, -0.369, -0.129, 0.112, -0.161, 0.084, 0.079, 0.080, 0.080, 0.192, 0.018, 0.074], "relative_energy_kcal_mol": 157.4, "homo_energy_ev": -7.6}

***

Entry 3:
{"formula": "C3H8N2O2", "method": "ωB97M-V with the def2-TZVPD basis set", "species": ["C", "C", "N", "C", "N", "H", "H", "H", "H", "H", "H", "O", "H", "H", "O"], "positions_angstrom": [[-1.28146, 0.88767, -0.17429], [-1.42204, -0.46640, -0.09056], [-0.89447, -0.78753, 1.15034], [-0.43211, 0.34642, 1.70519], [-0.62799, 1.37237, 0.91957], [-1.80227, 1.52671, -0.87240], [-2.00173, -1.19272, -0.63300], [-1.14275, -1.65008, 1.60256], [-0.02468, 0.46928, 2.68211], [2.02714, -0.79928, -0.81387], [1.28337, -2.06547, -0.37773], [1.77689, -1.68098, -1.10582], [0.95249, 1.79100, -1.05847], [1.71415, 0.74318, -1.75263], [1.87545, 1.50583, -1.18100]], "lowdin_charge": [-0.192, -0.102, 0.039, -0.208, 0.047, 0.102, 0.108, 0.147, 0.114, 0.005, 0.021, -0.054, 0.017, 0.019, -0.064], "relative_energy_kcal_mol": 31.3, "homo_energy_ev": -9.4}

***

Entry 4:
{"formula": "C4H12NO2", "method": "ωB97M-V with the def2-TZVPD basis set", "species": ["C", "C", "N", "C", "C", "O", "H", "H", "H", "H", "H", "H", "H", "H", "H", "H", "H", "H", "O"], "positions_angstrom": [[-0.57672, 1.45433, -1.90145], [-1.15737, 1.27457, -0.53770], [-1.35797, -0.15721, -0.10696], [-0.30832, -0.65735, 0.82946], [0.57547, -1.65962, 0.03459], [1.09221, -1.02529, -1.06135], [-0.16751, 2.45647, -2.06861], [0.32007, 0.81568, -1.95990], [-1.16701, 1.18583, -2.77428], [-2.16907, 1.71228, -0.51681], [-0.61150, 1.71567, 0.30477], [-1.02141, -0.58000, -0.97934], [0.20658, 0.23176, 1.21224], [-0.85161, -1.05711, 1.70262], [-0.17493, -2.44898, -0.18052], [1.37290, -2.00634, 0.70762], [2.02878, 0.24721, 2.03355], [1.68526, -1.12033, 2.54096], [2.28217, -0.38157, 2.72110]], "lowdin_charge": [-0.134, -0.305, -0.092, -0.271, -0.491, -0.356, 0.059, 0.051, 0.063, 0.081, 0.091, 0.059, 0.064, 0.087, 0.083, 0.064, 0.022, 0.009, -0.084], "total_charge": -1, "relative_energy_kcal_mol": 33.9, "homo_energy_ev": -2.9}

***

Entry 5:
{"formula": "CHClN4O", "method": "ωB97M-V with the def2-TZVPD basis set", "species": ["C", "N", "N", "N", "N", "O", "Cl", "H"], "positions_angstrom": [[-0.16741, -0.20851, 0.25611], [1.10075, -0.08275, -0.36998], [-0.52325, 1.08897, 0.59173], [1.42008, 1.10851, -0.31994], [0.43298, 1.85698, 0.30323], [-0.65022, -1.26690, 0.95302], [-0.78594, -0.51034, -1.82200], [-0.82700, -1.98595, 0.40783]], "lowdin_charge": [-0.654, -0.049, 0.071, -0.012, 0.056, 0.103, 0.417, 0.068], "relative_energy_kcal_mol": 32.5, "homo_energy_ev": -11.4}

***

Entry 6:
{"formula": "C26H28O5S", "method": "ωB97M-V with the def2-TZVPD basis set", "species": ["C", "C", "C", "C", "C", "C", "C", "C", "C", "C", "C", "C", "C", "C", "C", "H", "H", "H", "H", "H", "H", "H", "H", "H", "H", "H", "H", "H", "H", "H", "C", "C", "O", "C", "C", "O", "C", "S", "C", "C", "C", "C", "C", "C", "O", "O", "O", "H", "H", "H", "H", "H", "H", "H", "H", "H", "H", "H", "H", "H"], "positions_angstrom": [[0.05288, 6.12273, 0.69186], [0.00952, 4.64624, 0.94611], [1.20167, 3.91555, 1.04165], [1.18316, 2.54717, 1.24383], [-0.03759, 1.82736, 1.38983], [-0.02092, 0.41401, 1.60802], [-0.98202, -0.32265, 2.35588], [-0.88789, -1.74784, 2.43281], [-1.82398, -2.50417, 3.11403], [-2.89840, -1.89368, 3.77473], [-3.90660, -2.73592, 4.48898], [-2.96228, -0.49497, 3.80534], [-2.01600, 0.27541, 3.14306], [-1.23706, 2.58987, 1.29051], [-1.20457, 3.96811, 1.11061], [-0.91409, 6.58765, 0.89929], [0.81114, 6.61428, 1.31077], [0.30806, 6.33294, -0.35379], [2.15336, 4.44854, 0.95287], [2.12056, 1.98872, 1.28965], [0.91973, -0.10540, 1.43493], [-0.05566, -2.24211, 1.93244], [-1.73277, -3.59162, 3.14666], [-4.84158, -2.18792, 4.63201], [-4.11124, -3.64277, 3.91344], [-3.55327, -3.05478, 5.47858], [-3.76051, -0.00308, 4.36886], [-2.04715, 1.36181, 3.23011], [-2.19973, 2.07642, 1.33164], [-2.13630, 4.53943, 1.10019], [-2.85760, 1.36443, -3.20426], [-1.54554, 1.14760, -3.90531], [-0.91318, 0.08565, -3.15469], [0.27269, -0.25333, -3.70118], [1.00673, -1.21718, -2.85622], [2.12951, -1.76286, -3.27839], [2.33525, -2.02355, -4.71549], [0.61756, -1.20968, -1.12253], [2.07315, -2.03978, -0.50381], [2.00616, -3.40254, -0.20299], [3.18489, -4.08410, 0.10299], [4.41150, -3.40647, 0.11922], [4.45836, -2.04693, -0.21549], [3.28905, -1.36106, -0.54153], [0.72540, 0.20618, -0.81452], [-0.53889, -1.98247, -0.74297], [0.67981, 0.21928, -4.76316], [-3.35654, 2.24697, -3.61562], [-3.51691, 0.49559, -3.35189], [-2.70770, 1.50530, -2.12285], [-1.68535, 0.82461, -4.94449], [-0.91626, 2.04827, -3.87518], [3.36947, -2.36043, -4.78157], [1.63349, -2.80267, -5.03579], [2.17025, -1.08854, -5.26027], [1.04463, -3.91468, -0.24022], [3.14216, -5.15283, 0.31720], [5.33274, -3.94182, 0.37490], [5.41047, -1.51420, -0.24453], [3.31425, -0.30808, -0.82429]], "lowdin_charge": [-0.052, -0.265, -0.033, -0.005, -0.209, 0.057, -0.177, 0.004, -0.026, -0.262, -0.050, -0.029, -0.005, -0.017, -0.029, 0.077, 0.083, 0.090, 0.120, 0.122, 0.113, 0.107, 0.122, 0.080, 0.084, 0.092, 0.118, 0.105, 0.114, 0.116, -0.077, -0.226, -0.046, -0.493, -0.297, -0.140, -0.012, 0.739, -0.290, -0.055, -0.073, -0.074, -0.069, -0.058, -0.302, -0.304, 0.032, 0.074, 0.082, 0.076, 0.125, 0.130, 0.087, 0.095, 0.074, 0.116, 0.105, 0.106, 0.107, 0.124], "homo_energy_ev": -5.2}